Record 1
The following is a DFT calculation (wB97M-V/def2-TZVPD) of a cluster of 3 separate species, C19H27ClFN7O6P in total.

Output
HOMO level in eV: -11.38
Gap between HOMO and LUMO in hartree: 0.2918
M in g/mol: 534.893
Net charge: +1

Each line ends with the Mulliken charge.
Cartesian coordinates (Å):
N  -1.60462  -0.55472  2.57949  -0.59
C  -2.51388  -0.99923  1.51855  0.19
C  -1.89269  -0.74755  0.14755  -0.66
C  -2.81919  -1.07854  -1.02649  -0.74
C  -3.91749  -0.02585  -1.16820  -0.46
N  -5.14539  -0.53554  -1.82474  0.05
Cl  -4.85251  -1.50216  -3.19135  -0.02
C  -6.38993  -0.22065  -1.51547  0.36
N  -7.43286  -0.66337  -2.27567  -0.18
C  -8.37583  -1.62794  -1.71173  -0.35
C  -9.23145  -2.15908  -2.83410  0.50
O  -9.25897  -1.75684  -3.93514  -0.43
F  -9.98194  -3.17870  -2.40574  -0.21
N  -6.66199  0.58742  -0.44873  -0.28
P  -7.19023  -0.15518  1.13793  0.25
N  -6.45633  0.91260  2.19737  -0.54
O  -6.06357  -1.34187  1.24152  -0.47
H  -1.20009  -1.35837  3.04608  0.24
H  -2.12736  -0.05903  3.29067  0.22
H  -2.75125  -2.06668  1.59888  0.26
H  -3.47330  -0.47762  1.61675  -0.27
H  -1.54421  0.28723  0.08684  0.24
H  -1.02135  -1.39923  0.06564  0.24
H  -2.23250  -1.10530  -1.94318  0.47
H  -3.27426  -2.05887  -0.85640  0.42
H  -3.55841  0.79048  -1.80227  0.09
H  -4.18764  0.39024  -0.20291  0.29
H  -7.15456  -0.90797  -3.21932  0.40
H  -9.04654  -1.12367  -1.00700  0.29
H  -7.90251  -2.45585  -1.17734  0.24
H  -5.93503  1.28219  -0.32436  0.56
H  -6.80944  1.86130  2.11761  0.33
H  -5.44145  0.90655  2.19695  0.25
H  -6.48570  -2.20978  1.21426  0.35
C  5.12390  0.79389  2.56518  -0.33
C  4.45366  0.45560  3.73490  -0.58
C  3.27496  -0.26938  3.69061  -0.40
C  2.78500  -0.64071  2.45271  0.17
C  3.42662  -0.30735  1.27375  -0.42
C  4.60658  0.41787  1.33068  -0.32
N  1.54258  -1.42015  2.38958  1.07
O  0.98557  -1.69010  3.43628  -0.65
O  1.12980  -1.75886  1.29522  -0.62
H  6.04680  1.35053  2.62164  0.45
H  4.85842  0.75415  4.69230  0.37
H  2.74839  -0.54161  4.59258  0.45
H  3.00744  -0.61161  0.32629  0.43
H  5.11810  0.67712  0.41616  0.39
C  9.63038  1.77398  -3.60195  -0.46
C  8.94213  0.71910  -3.01675  -0.45
C  8.41851  0.85283  -1.74119  -0.31
C  8.59804  2.05339  -1.07876  0.21
C  9.28276  3.11650  -1.63805  -0.41
C  9.80217  2.96782  -2.91367  -0.40
N  8.03653  2.20902  0.27281  1.01
O  7.44766  1.25725  0.75716  -0.61
O  8.18527  3.27380  0.83233  -0.61
H  10.03615  1.66460  -4.59879  0.38
H  8.81365  -0.21082  -3.55322  0.37
H  7.88571  0.04237  -1.26717  0.44
H  9.40593  4.03634  -1.08667  0.45
H  10.34180  3.78602  -3.36996  0.37

---

Record 2
The following is a DFT calculation (wB97M-V/def2-TZVPD) of the molecule C19H27ClN2O5S2.

Output
HOMO level in eV: -9.09
Gap between HOMO and LUMO in hartree: 0.3420
M in g/mol: 463.021
ΔE to the lowest compared entry with this formula, charge and spin in eV: 0.000
SMILES string: CSCC[C@@H](NS(=O)(=O)c1ccc(Cl)cc1)C(=O)OCC(=O)NC1CCCCC1

Each line ends with the Mulliken charge.
Cartesian coordinates (Å):
C  1.20375  6.33293  0.42075  -0.80
S  0.69746  5.19225  1.74019  -0.09
C  -0.52507  4.18379  0.83655  -0.96
C  0.09503  3.24065  -0.18648  -0.48
C  1.21255  2.37733  0.41277  -0.20
N  0.84974  1.70828  1.64815  -0.25
S  -0.42213  0.63650  1.50774  1.25
O  -1.61090  1.18941  2.09172  -0.81
O  -0.47895  0.26766  0.11628  -0.72
C  0.09799  -0.77640  2.46064  -0.14
C  -0.73905  -1.26912  3.44348  -0.28
C  -0.36801  -2.40103  4.14801  -0.82
C  0.83913  -3.01873  3.84729  0.44
Cl  1.30285  -4.43068  4.71546  -0.21
C  1.67784  -2.51879  2.85872  -1.04
C  1.30095  -1.38679  2.15773  -0.22
C  1.69686  1.28743  -0.54238  0.10
O  2.40009  0.37652  -0.18578  -0.72
O  1.34505  1.51427  -1.80071  -0.28
C  1.90604  0.67122  -2.80347  -0.46
C  1.06955  -0.52941  -3.27512  0.74
O  1.35233  -1.03904  -4.34242  -0.72
N  0.10131  -0.95363  -2.46091  0.35
C  -0.66040  -2.15150  -2.76675  -0.37
C  -0.25128  -3.30998  -1.84942  -1.19
C  -0.73236  -3.09391  -0.41768  0.58
C  -2.24719  -2.91927  -0.38909  -1.02
C  -2.65015  -1.72253  -1.24524  0.10
C  -2.16759  -1.89936  -2.68315  -1.10
H  0.32550  6.83246  0.02210  0.25
H  1.86846  7.05912  0.87605  0.36
H  1.72840  5.79230  -0.36131  0.25
H  -1.22168  4.86843  0.35225  0.52
H  -1.06426  3.62208  1.59994  0.23
H  -0.69036  2.58478  -0.56575  0.21
H  0.50429  3.80129  -1.02842  0.59
H  2.08565  3.00323  0.64138  0.67
H  0.73686  2.34258  2.42476  0.45
H  -1.66900  -0.75996  3.64049  0.53
H  -1.00522  -2.80488  4.91860  0.44
H  2.61059  -3.01375  2.64038  0.45
H  1.92691  -0.97360  1.38209  0.54
H  2.08956  1.30788  -3.67203  0.34
H  2.85987  0.26591  -2.44366  0.29
H  -0.07834  -0.49769  -1.57615  0.33
H  -0.39154  -2.40426  -3.79937  0.35
H  -0.68672  -4.23057  -2.24398  0.44
H  0.83496  -3.41452  -1.87115  0.41
H  -0.43903  -3.94516  0.20146  0.39
H  -0.26202  -2.20213  -0.00137  -0.56
H  -2.58312  -2.76777  0.63925  0.40
H  -2.72613  -3.82429  -0.77229  0.42
H  -2.21885  -0.81872  -0.81566  -0.25
H  -3.73643  -1.60939  -1.24067  0.42
H  -2.41721  -1.01534  -3.27276  0.41
H  -2.67658  -2.75609  -3.13106  0.44

---

Record 3
The following is a DFT calculation (wB97M-V/def2-TZVPD) of the molecule C19H27ClN6O2.

Output
HOMO level in eV: -9.16
Gap between HOMO and LUMO in hartree: 0.3273
M in g/mol: 406.918
ΔE to the lowest compared entry with this formula, charge and spin in eV: 0.324
SMILES string: Cc1ccn([C@H](C)C(=O)N[C@H](CNC(=O)c2nc(C)ncc2Cl)CC(C)C)n1

Each line ends with the Mulliken charge.
Cartesian coordinates (Å):
C  2.36150  2.85715  1.46397  -0.87
C  1.68274  1.69247  2.10725  0.69
C  0.73960  1.69554  3.15582  -1.16
C  0.49355  0.36626  3.40801  -0.09
N  1.25372  -0.34385  2.55039  0.67
C  1.27787  -1.78684  2.36935  0.71
C  2.70061  -2.31975  2.31174  -1.59
C  0.46978  -2.26058  1.14857  -0.04
O  0.49662  -3.43849  0.84006  -0.67
N  -0.27009  -1.31754  0.52988  0.07
C  -1.03903  -1.53790  -0.69173  0.86
C  -1.91524  -0.30215  -0.90367  -1.74
N  -1.18587  0.94938  -0.83127  0.09
C  -0.37539  1.33956  -1.83964  0.23
O  -0.15129  0.66832  -2.82661  -0.67
C  0.23089  2.71370  -1.62244  0.58
N  -0.33525  3.44858  -0.66060  -0.45
C  0.12553  4.66889  -0.42712  0.57
C  -0.52446  5.47910  0.64987  -1.27
N  1.13690  5.23479  -1.09334  -0.53
C  1.71062  4.50860  -2.03351  -0.26
C  1.29861  3.21568  -2.34929  0.28
Cl  2.15955  2.36503  -3.56904  -0.16
C  -1.93116  -2.78774  -0.63690  -1.71
C  -1.51392  -3.89410  -1.60548  1.02
C  -1.75293  -3.47225  -3.05322  -1.43
C  -2.26476  -5.18138  -1.28723  -1.66
N  1.97860  0.45175  1.74284  -0.77
H  1.82910  3.78246  1.67925  0.15
H  3.38122  2.96321  1.83691  0.39
H  2.41986  2.72587  0.38335  0.15
H  0.31854  2.54686  3.66296  0.44
H  -0.15336  -0.12288  4.11746  0.39
H  0.76194  -2.20782  3.23533  0.07
H  2.67038  -3.39550  2.15815  0.43
H  3.24117  -1.85706  1.48815  0.38
H  3.22319  -2.09724  3.24152  0.40
H  -0.01969  -0.35711  0.71287  0.05
H  -0.34605  -1.61514  -1.53392  0.40
H  -2.39806  -0.39255  -1.87887  0.37
H  -2.68888  -0.27711  -0.13491  0.49
H  -1.39507  1.63858  -0.12596  0.26
H  0.23436  5.89850  1.30983  0.35
H  -1.06417  6.31702  0.20640  0.35
H  -1.21942  4.86854  1.22009  0.28
H  2.54172  4.95026  -2.57212  0.43
H  -1.94253  -3.17409  0.38212  0.38
H  -2.96364  -2.50008  -0.87383  0.70
H  -0.44645  -4.07288  -1.45381  0.22
H  -2.82177  -3.32433  -3.23601  0.31
H  -1.23959  -2.54126  -3.30410  0.31
H  -1.40102  -4.23806  -3.74650  0.43
H  -3.34532  -5.03092  -1.37064  0.34
H  -1.98738  -5.98004  -1.97746  0.41
H  -2.04638  -5.51943  -0.27291  0.40

---

Record 4
The following is a DFT calculation (wB97M-V/def2-TZVPD) of a structure of composition C19H27GeIrN6Se.

Output
HOMO level in eV: -14.42
Gap between HOMO and LUMO in hartree: 0.2713
M in g/mol: 683.254
ΔE to the lowest compared entry with this formula, charge and spin in eV: 0.197
Net charge: +2

Each line ends with the Mulliken charge.
Cartesian coordinates (Å):
Ir  0.17237  -0.03419  0.40388  0.63
N  2.07172  -1.24671  -2.00770  -0.20
C  2.74204  -1.14434  -0.85968  0.74
N  4.03247  -1.41093  -0.86057  -0.72
C  4.67736  -1.29903  0.30395  0.35
N  5.97283  -1.54355  0.33617  -0.30
N  4.08294  -0.94939  1.48675  -0.62
C  2.82330  -0.68372  1.39312  0.20
N  2.07069  -0.74338  0.26364  -0.51
C  2.05159  -0.28289  2.58234  0.81
C  2.56541  -0.21992  3.85790  -0.42
C  1.72074  0.16022  4.89295  -0.52
C  0.39732  0.46094  4.61206  -0.83
C  -0.05335  0.38183  3.30686  0.02
N  0.76310  0.00732  2.31668  -0.19
H  2.57581  -1.58494  -2.81233  0.28
H  1.06885  -1.19676  -2.05051  0.03
H  6.45400  -1.81330  -0.50646  0.26
H  6.47699  -1.47466  1.20458  0.26
H  3.60611  -0.46552  4.01411  0.54
H  2.09272  0.22168  5.90654  0.47
H  -0.29059  0.76098  5.38934  0.44
H  -1.07126  0.61631  3.03056  0.49
C  -3.31690  -1.00452  -3.46113  -1.16
Ge  -3.54952  -2.03404  -1.82382  0.43
C  -2.03360  -3.22380  -1.51688  -0.90
C  -5.26865  -2.92287  -1.72249  -1.07
C  -3.49232  -0.77139  -0.26413  -1.01
Se  -2.02335  0.49281  -0.33651  0.41
C  -2.49183  1.97809  -1.48841  -0.79
H  -3.31636  -1.68751  -4.31088  0.39
H  -2.36519  -0.47012  -3.47254  0.35
H  -4.13161  -0.29547  -3.60912  0.36
H  -1.90512  -3.89951  -2.36218  0.41
H  -2.18592  -3.82752  -0.62221  0.35
H  -1.10500  -2.65608  -1.40327  0.06
H  -5.36945  -3.63302  -2.54277  0.37
H  -6.07938  -2.19895  -1.79755  0.37
H  -5.37142  -3.46825  -0.78500  0.37
H  -3.31509  -1.31221  0.66659  0.41
H  -4.38721  -0.16347  -0.12840  0.49
H  -2.75984  1.56709  -2.45608  0.30
H  -1.59969  2.59663  -1.54786  0.25
H  -3.31429  2.52275  -1.03507  0.38
C  1.40911  4.56185  -0.17479  -0.64
C  2.07475  3.56640  -0.87338  -0.65
C  1.74649  2.22751  -0.68584  -0.31
C  0.72246  1.89833  0.19295  0.51
C  0.05422  2.88841  0.90547  -0.21
C  0.40372  4.22144  0.71771  -0.66
H  1.67591  5.59933  -0.32159  0.43
H  2.86175  3.82271  -1.57040  0.44
H  2.27815  1.47737  -1.25617  0.36
H  -0.73166  2.64154  1.60801  0.31
H  -0.11635  4.99042  1.27361  0.44

---

- Look up the M of the first one.
  534.893 g/mol

---

- M of number 4 (C19H27GeIrN6Se)?
  683.254 g/mol

---

- gap between HOMO and LUMO of number 4 (C19H27GeIrN6Se)?
  0.2713 hartree